{
  "formula": "C49H97N5O4",
  "method": "ωB97M-V with the def2-TZVPD basis set",
  "homo_ev": [-10.1, -10.7],
  "total_energy_ha": -2499.26259,
  "max_force_ev_per_a": 7.00,
  "s2": 3.764,
  "mol_weight_g_mol": 820.3,
  "spin_multiplicity": 4,
  "total_charge": 1,
  "species": ["C", "C", "C", "C", "C", "C", "C", "C", "C", "C", "C", "C", "C", "C", "C", "C", "C", "N", "C", "C", "C", "C", "O", "C", "N", "H", "H", "H", "H", "H", "H", "H", "H", "H", "H", "H", "H", "H", "H", "H", "H", "H", "H", "H", "H", "H", "H", "H", "H", "H", "H", "H", "H", "H", "H", "H", "H", "H", "H", "H", "H", "H", "H", "H", "H", "H", "H", "H", "C", "C", "C", "C", "C", "C", "N", "O", "C", "C", "C", "H", "H", "H", "H", "H", "H", "H", "H", "H", "H", "H", "H", "H", "H", "H", "H", "H", "H", "C", "C", "C", "C", "C", "C", "N", "O", "C", "C", "C", "H", "H", "H", "H", "H", "H", "H", "H", "H", "H", "H", "H", "H", "H", "H", "H", "H", "H", "C", "C", "C", "C", "C", "C", "N", "O", "C", "C", "C", "H", "H", "H", "H", "H", "H", "H", "H", "H", "H", "H", "H", "H", "H", "H", "H", "H", "H"],
  "coordinates": [[3.026, -2.432, -0.937], [2.068, -1.293, -0.329], [2.646, 0.212, -0.427], [4.226, 0.321, -0.695], [4.685, 0.158, -2.226], [3.499, 0.182, -3.306], [3.069, 1.704, -3.721], [1.898, 1.609, -4.828], [1.960, 2.733, -5.979], [0.646, 3.694, -5.803], [1.005, 4.731, -4.614], [0.003, 4.560, -3.332], [-1.192, 5.646, -3.398], [-1.252, 6.374, -1.958], [-1.501, 5.329, -0.757], [-2.741, 4.344, -0.960], [-4.147, 4.535, -1.557], [-4.903, 3.266, -1.443], [-3.964, 2.372, -0.806], [-4.323, 0.840, -0.423], [-5.390, 0.168, -1.433], [-4.689, -0.196, -2.841], [-4.671, -1.659, -2.928], [-4.831, -1.961, -4.341], [-2.651, 2.936, -0.505], [2.437, -3.434, -0.943], [3.326, -2.240, -2.023], [3.972, -2.644, -0.312], [1.819, -1.573, 0.770], [1.065, -1.360, -0.903], [2.460, 0.691, 0.617], [1.996, 0.849, -1.149], [4.577, 1.317, -0.209], [4.778, -0.504, -0.091], [5.355, -0.766, -2.429], [5.367, 1.069, -2.468], [3.938, -0.268, -4.285], [2.592, -0.474, -3.049], [2.811, 2.354, -2.815], [4.010, 2.142, -4.244], [0.855, 1.617, -4.315], [1.964, 0.567, -5.337], [2.930, 3.347, -6.003], [1.835, 2.258, -7.032], [0.403, 4.274, -6.772], [-0.272, 3.032, -5.590], [0.915, 5.792, -5.047], [2.070, 4.542, -4.218], [0.619, 4.600, -2.359], [-0.464, 3.507, -3.369], [-0.940, 6.471, -4.170], [-2.197, 5.141, -3.604], [-1.998, 7.241, -1.892], [-0.205, 6.844, -1.779], [-1.746, 5.965, 0.186], [-0.540, 4.745, -0.470], [-4.543, 5.507, -2.005], [-5.879, 3.060, -1.720], [-4.825, 0.863, 0.626], [-3.383, 0.191, -0.297], [-5.822, -0.759, -0.910], [-6.282, 0.902, -1.549], [-3.589, 0.139, -2.785], [-5.285, 0.306, -3.679], [-4.808, -3.112, -4.435], [-5.868, -1.617, -4.724], [-3.981, -1.509, -4.985], [-1.855, 2.437, -0.071], [-8.424, -5.330, 2.440], [-8.076, -3.818, 2.567], [-9.205, -3.070, 3.317], [-10.458, -2.846, 2.476], [-10.105, -2.174, 1.157], [-9.014, -2.932, 0.371], [-7.814, -3.251, 1.208], [-7.102, -2.095, 1.366], [-9.624, -4.230, -0.204], [-8.649, -2.108, -0.892], [-6.823, -3.795, 3.486], [-7.815, -5.952, 3.103], [-9.468, -5.540, 2.684], [-8.223, -5.719, 1.438], [-8.841, -2.090, 3.650], [-9.477, -3.616, 4.227], [-10.974, -3.795, 2.301], [-11.160, -2.216, 3.031], [-11.012, -2.081, 0.548], [-9.775, -1.148, 1.362], [-8.865, -4.835, -0.715], [-10.398, -4.006, -0.948], [-10.109, -4.857, 0.544], [-8.319, -1.094, -0.648], [-9.515, -1.999, -1.551], [-7.858, -2.598, -1.466], [-5.974, -4.292, 3.008], [-7.026, -4.314, 4.427], [-6.518, -2.780, 3.758], [3.425, 4.004, 4.322], [2.376, 3.948, 3.174], [1.626, 5.299, 3.066], [0.599, 5.522, 4.172], [-0.360, 4.343, 4.260], [0.366, 2.990, 4.417], [1.448, 2.792, 3.399], [0.838, 2.495, 2.204], [0.952, 2.900, 5.843], [-0.692, 1.854, 4.382], [3.233, 3.799, 1.888], [4.450, 4.058, 3.943], [3.285, 4.871, 4.973], [3.409, 3.105, 4.943], [1.104, 5.357, 2.103], [2.342, 6.128, 3.072], [1.100, 5.684, 5.131], [0.035, 6.437, 3.964], [-1.046, 4.502, 5.100], [-0.986, 4.331, 3.359], [1.535, 1.980, 5.977], [0.155, 2.876, 6.596], [1.586, 3.745, 6.113], [-1.293, 1.869, 3.469], [-1.395, 1.951, 5.215], [-0.218, 0.872, 4.464], [3.780, 2.851, 1.884], [3.966, 4.607, 1.816], [2.633, 3.851, 0.975], [9.507, -3.342, 1.671], [8.022, -3.500, 1.232], [7.375, -4.707, 1.955], [7.819, -6.061, 1.408], [7.617, -6.121, -0.099], [8.296, -4.951, -0.843], [7.952, -3.616, -0.257], [6.677, -3.313, -0.641], [9.826, -5.166, -0.821], [7.934, -5.046, -2.350], [7.330, -2.219, 1.774], [9.654, -2.483, 2.332], [9.879, -4.219, 2.208], [10.172, -3.155, 0.824], [6.283, -4.648, 1.868], [7.595, -4.665, 3.028], [8.865, -6.251, 1.666], [7.237, -6.854, 1.888], [8.000, -7.078, -0.473], [6.540, -6.125, -0.310], [10.353, -4.321, -1.282], [10.107, -6.058, -1.392], [10.235, -5.316, 0.178], [6.854, -5.041, -2.522], [8.311, -5.977, -2.783], [8.374, -4.218, -2.913], [7.725, -1.321, 1.289], [7.496, -2.117, 2.850], [6.245, -2.234, 1.634]],
  "forces_ev_per_angstrom": [[-0.41, -0.91, 0.20], [-0.14, -0.45, -0.35], [-0.31, 0.18, 1.19], [0.10, -0.40, 0.60], [0.31, 0.73, -0.55], [0.67, 0.57, -0.81], [0.42, -1.18, -0.80], [0.21, -0.35, 0.02], [-1.85, -0.10, -0.88], [1.29, 0.27, -0.15], [-0.89, -0.52, 0.54], [0.01, -0.09, -1.00], [0.59, 0.51, 1.28], [0.60, -0.26, -0.09], [-0.68, 0.58, 0.76], [-2.75, -0.80, -1.03], [3.42, -1.08, 1.74], [6.34, 0.51, 2.26], [0.29, -1.04, 0.17], [-0.84, 0.67, 0.55], [0.42, 0.58, 0.40], [-0.24, -0.27, 1.86], [-0.55, 2.03, -1.98], [-0.11, -1.39, -0.56], [-6.02, 2.20, -2.81], [0.93, 1.65, 0.02], [-0.36, -0.14, 1.63], [-1.43, 0.59, -1.01], [0.53, 0.55, -1.81], [1.54, 0.17, 0.90], [0.30, -0.69, -1.75], [1.35, -1.10, 0.98], [-0.50, -1.53, -1.16], [-1.08, 1.37, -0.87], [-1.27, 1.38, 0.72], [-1.09, -1.52, 0.26], [-0.78, 0.69, 1.58], [1.29, 1.11, -0.13], [0.26, -0.91, -1.27], [-1.57, -0.53, 1.01], [1.74, 0.10, -0.82], [0.04, 1.72, 0.90], [-1.49, -0.92, 0.25], [0.46, 0.53, 1.83], [0.54, -0.92, 1.48], [1.43, 1.06, -0.13], [0.33, -1.48, 0.94], [-1.59, 0.36, -0.90], [-1.04, 0.26, -1.46], [0.81, 1.51, 0.06], [-0.64, -1.55, 1.12], [1.44, 0.83, 0.01], [0.86, -1.37, -0.21], [-1.78, -0.79, -0.18], [0.36, -1.14, -1.48], [-1.80, 0.69, -0.74], [0.51, -1.86, 0.76], [1.16, 0.08, 0.37], [0.90, 0.15, -1.67], [-1.27, 1.20, -0.46], [0.78, 1.28, -0.94], [1.40, -1.23, 0.05], [-1.62, -0.15, -0.48], [1.07, -0.88, 0.92], [0.09, 1.91, 0.11], [1.66, -0.35, 0.57], [-1.38, -0.66, 1.04], [-0.81, 0.42, -0.38], [-0.15, -0.28, -0.31], [0.14, -1.71, 1.30], [-0.17, 0.35, -0.30], [0.06, -0.08, 0.08], [0.13, 0.13, 0.34], [-1.13, -0.59, -1.67], [0.66, 4.29, 1.40], [-0.82, -2.41, -0.68], [-0.07, -0.40, 0.04], [0.55, 0.22, 0.43], [0.22, 0.68, -0.50], [-0.08, 0.29, 0.07], [0.06, 0.04, -0.12], [-0.07, 0.15, 0.08], [0.16, -0.09, -0.13], [0.26, -0.11, -0.15], [0.03, 0.02, -0.03], [0.04, -0.08, -0.04], [0.26, -0.12, -0.15], [0.17, -0.13, -0.05], [-0.06, 0.14, 0.16], [0.19, 0.20, 0.17], [0.13, 0.04, 0.01], [0.06, -0.18, 0.12], [-0.04, -0.23, 0.27], [-0.02, 0.01, 0.10], [-0.11, 0.05, -0.01], [-0.26, -0.06, -0.27], [-0.05, -0.08, -0.23], [0.04, -0.15, 0.42], [1.93, 0.70, 0.18], [-0.44, -0.10, 0.10], [0.10, 0.03, -0.03], [0.12, 0.17, -0.30], [-0.67, -0.58, 1.91], [-2.76, 0.85, -3.74], [1.49, 0.12, 2.40], [0.32, 0.07, 0.25], [0.24, 0.01, -0.68], [-0.67, -0.48, -0.29], [-0.25, 0.12, -0.15], [-0.06, -0.13, 0.00], [-0.12, 0.12, -0.09], [0.08, -0.21, -0.01], [0.13, -0.29, -0.03], [-0.02, -0.04, -0.02], [0.06, -0.04, 0.05], [0.13, -0.29, -0.03], [0.13, -0.16, -0.03], [-0.08, 0.17, -0.13], [-0.02, 0.01, -0.33], [0.02, -0.08, -0.10], [0.23, 0.01, 0.01], [0.28, 0.20, 0.01], [0.01, 0.12, -0.06], [-0.10, 0.06, 0.04], [-0.16, -0.03, 0.35], [-0.05, -0.17, 0.16], [0.40, -0.08, -0.15], [0.99, 0.83, 1.64], [-0.15, -0.29, -0.32], [0.03, 0.08, 0.07], [-0.28, 0.13, 0.24], [1.43, -1.09, -1.13], [-4.44, -0.58, -0.18], [2.59, -0.06, 0.39], [0.36, 0.07, 0.20], [-0.54, 0.49, 0.24], [-0.47, -0.08, -0.71], [-0.26, -0.16, 0.00], [0.00, 0.03, -0.14], [-0.16, -0.11, 0.04], [0.09, 0.16, -0.14], [0.09, 0.26, -0.16], [-0.01, 0.02, -0.04], [0.07, 0.05, -0.02], [0.09, 0.26, -0.16], [0.10, 0.19, -0.06], [-0.17, -0.09, 0.11], [-0.30, 0.14, 0.05], [-0.06, 0.10, -0.03], [0.13, 0.16, 0.14], [0.12, 0.08, 0.32], [-0.05, -0.03, 0.11], [-0.02, -0.12, -0.01], [0.22, -0.25, -0.16], [0.16, -0.05, -0.19]],
  "lowdin_spin": [0.000, 0.000, 0.000, 0.000, 0.000, 0.000, 0.000, 0.000, 0.000, 0.000, 0.000, 0.000, 0.000, 0.000, 0.000, 0.000, 0.000, 0.000, 0.000, 0.000, 0.000, 0.000, 0.000, 0.000, 0.000, 0.000, 0.000, 0.000, 0.000, 0.000, 0.000, 0.000, 0.000, 0.000, 0.000, 0.000, 0.000, 0.000, 0.000, 0.000, 0.000, 0.000, 0.000, 0.000, 0.000, 0.000, 0.000, 0.000, 0.000, 0.000, 0.000, 0.000, 0.000, 0.000, 0.000, 0.000, 0.000, 0.000, 0.000, 0.000, 0.000, 0.000, 0.000, 0.000, 0.000, 0.000, 0.000, 0.000, 0.002, 0.024, 0.014, 0.001, 0.014, 0.025, 0.338, 0.576, 0.001, -0.001, -0.001, 0.000, 0.000, 0.001, 0.003, 0.001, 0.000, 0.001, 0.001, 0.003, 0.001, 0.000, 0.000, -0.001, 0.000, 0.000, 0.000, 0.000, -0.001, 0.002, 0.024, 0.014, 0.001, 0.014, 0.024, 0.337, 0.576, 0.001, -0.001, -0.001, 0.000, 0.000, 0.001, 0.003, 0.001, 0.000, 0.001, 0.001, 0.003, 0.001, 0.000, 0.000, -0.001, 0.000, 0.000, 0.000, 0.000, -0.001, 0.002, 0.023, 0.014, 0.001, 0.013, 0.024, 0.328, 0.588, 0.001, -0.001, -0.001, 0.000, 0.000, 0.001, 0.002, 0.001, 0.000, 0.001, 0.001, 0.003, 0.001, 0.000, 0.000, -0.001, 0.000, 0.000, 0.000, 0.000, -0.001]
}